--- A ---
21
Properties=species:S:1:pos:R:3 method="wB97M-V/def2-TZVPD" spin_multiplicity=1 orbital_gap_ha=0.3208 lumo_energy_ev=0.79 mol_weight_g_mol=136.15 smiles="C[C@H](O)CO.COC=O" e_homo_ev=-7.94
C 1.520 -0.406 -0.498
C 0.792 1.339 -0.572
C 1.506 -1.016 0.885
O 2.861 -0.180 -0.864
O 1.414 2.035 0.435
H 2.906 -0.014 -1.812
H 2.375 2.028 0.295
H 1.000 -1.026 -1.233
H 1.107 1.643 -1.585
H 0.133 0.439 -0.286
H 0.499 -1.355 1.118
H 2.187 -1.867 0.925
H 1.822 -0.275 1.618
C -2.528 0.556 0.954
C -2.571 -1.044 -0.786
O -3.213 -0.081 -0.144
O -1.505 -1.517 -0.497
H -3.192 -1.387 -1.628
H -1.808 1.278 0.566
H -3.302 1.037 1.549
H -2.003 -0.186 1.557

--- B ---
21
Properties=species:S:1:pos:R:3 method="wB97M-V/def2-TZVPD" spin_multiplicity=1 orbital_gap_ha=0.3912 lumo_energy_ev=0.66 mol_weight_g_mol=136.15 smiles="COCCCOC=O.O" e_homo_ev=-9.98
O 2.430 4.388 0.523
O 1.585 3.036 -1.009
O -0.596 -1.365 -0.413
C 2.224 4.080 -0.648
C -1.534 -1.934 0.499
C 1.168 1.962 -0.128
C 0.082 -0.184 0.200
C 0.471 0.766 -0.766
H 2.484 4.558 -1.613
H -1.030 -2.189 1.447
H -1.961 -2.855 0.069
H -2.357 -1.232 0.716
H 1.964 1.620 0.560
H 0.359 2.404 0.485
H -0.480 0.440 0.922
H 0.969 -0.589 0.724
H 1.228 0.254 -1.390
H -0.371 1.052 -1.424
O -1.981 -4.571 0.698
H -2.540 -5.378 0.775
H -2.115 -4.263 -0.226

Which structure is most stable? B, by 1.062 eV over the runner-up.

--- A ---
21
Properties=species:S:1:pos:R:3 method="wB97M-V/def2-TZVPD" spin_multiplicity=1 orbital_gap_ha=0.3944 lumo_energy_ev=0.68 mol_weight_g_mol=136.15 smiles="COCCCOC=O.O" e_homo_ev=-10.05
O 0.391 -6.532 -3.585
O -0.305 -4.488 -4.058
O -0.765 -0.585 -1.053
C -0.085 -5.708 -4.360
C 0.000 0.000 0.000
C -0.209 -3.924 -2.725
C -0.401 -2.022 -1.229
C -0.576 -2.455 -2.560
H -0.413 -5.765 -5.417
H -0.133 -0.580 0.929
H -0.341 1.034 0.179
H 1.074 0.022 -0.251
H -0.711 -4.535 -1.950
H 0.875 -3.921 -2.502
H 0.638 -2.341 -1.019
H -1.070 -2.583 -0.549
H -1.663 -2.376 -2.752
H -0.057 -1.792 -3.279
O -1.079 2.042 1.887
H -1.057 2.877 2.408
H -1.185 2.334 0.954

--- B ---
21
Properties=species:S:1:pos:R:3 method="wB97M-V/def2-TZVPD" spin_multiplicity=1 orbital_gap_ha=0.3548 lumo_energy_ev=0.70 mol_weight_g_mol=136.15 e_homo_ev=-8.95
C 1.399 -0.758 -0.141
C -0.671 0.870 0.063
C 2.711 -0.051 -0.347
C -1.724 1.535 0.904
C -1.781 -1.037 -0.267
O 0.439 0.584 0.642
O 0.701 -1.085 -1.165
O 1.369 -1.680 0.866
O -0.646 1.369 -1.205
H -0.497 -1.073 -0.764
H 1.787 -1.314 1.655
H 0.014 0.873 -1.715
H 3.035 0.425 0.578
H 2.608 0.712 -1.114
H 3.457 -0.783 -0.658
H -2.662 1.620 0.361
H -1.366 2.538 1.143
H -1.866 0.985 1.830
H -1.780 -2.015 -0.770
H -1.917 -1.237 0.792
H -2.612 -0.479 -0.687

Which structure is most stable? A, by 0.345 eV over the runner-up.

--- A ---
49
Properties=species:S:1:pos:R:3 method="wB97M-V/def2-TZVPD" spin_multiplicity=1 orbital_gap_ha=0.3382 lumo_energy_ev=0.53 mol_weight_g_mol=366.43 smiles="Cn1cccc1C(=O)N[C@H](CCn1ccnn1)C(=O)NCc1ccccc1" e_homo_ev=-8.67
O -1.169 -0.601 -1.506
O 2.883 0.932 0.739
N -1.948 5.844 -0.228
N -1.887 4.880 0.537
C -0.079 -0.498 -2.058
C 1.739 0.600 1.041
C -0.694 6.259 -0.581
C -0.182 -2.707 -5.037
C -0.788 -1.778 -4.092
C 1.169 -2.898 -4.693
C 0.167 -1.352 -3.221
C 0.157 5.377 0.037
C -0.678 0.128 6.486
C -0.913 -0.911 5.599
C 0.478 0.959 6.277
C 0.044 -1.322 4.662
C 1.331 0.646 5.268
C 1.129 -0.420 4.439
N 1.373 -2.071 -3.573
N 1.409 -0.203 2.073
N -0.596 4.494 0.688
N 0.877 0.308 -1.480
C 2.513 -2.335 -2.728
C 2.057 -0.534 3.283
C -0.167 3.072 0.901
C 0.540 2.423 -0.321
C 0.657 0.910 -0.134
H -0.502 7.092 -1.266
H -0.742 -3.247 -5.749
H -1.939 -1.618 -4.021
H 1.952 -3.529 -5.246
H 1.220 5.475 -0.175
H -1.434 0.441 7.224
H -1.718 -1.602 5.869
H 0.676 1.831 6.773
H 0.095 -2.161 3.905
H 2.107 1.408 5.257
H 0.454 -0.491 2.242
H 1.785 0.235 -1.894
H 3.461 -2.621 -3.295
H 2.723 -1.479 -2.054
H 2.299 -3.239 -2.086
H 2.417 -1.552 3.311
H 2.989 0.073 3.306
H 0.621 3.274 1.684
H -1.004 2.525 1.233
H -0.148 2.529 -1.177
H 1.552 2.815 -0.555
H -0.355 0.568 0.266

--- B ---
49
Properties=species:S:1:pos:R:3 method="wB97M-V/def2-TZVPD" spin_multiplicity=1 orbital_gap_ha=0.2721 lumo_energy_ev=-0.53 mol_weight_g_mol=366.43 smiles="CN(C)CCNc1nc2cc(C(=O)O)ccc2c2cnc(NC3CC3)nc12" e_homo_ev=-7.94
O 0.766 -0.999 6.942
N 3.147 2.726 -0.315
N 1.626 1.277 -1.311
N -0.121 -0.778 1.192
O -0.964 -2.041 5.886
C 0.158 -1.278 5.941
C 2.609 2.161 -1.391
C 1.662 0.378 4.721
C 0.607 -0.594 4.696
C 0.282 -0.283 0.003
C 0.001 -0.875 3.455
C 2.806 2.236 0.901
C 2.079 0.970 3.529
C 1.299 0.719 -0.102
C 0.502 -0.359 2.270
C 1.899 1.207 1.059
C 1.550 0.598 2.304
N -0.404 -0.730 -1.121
N -3.825 -2.421 -0.556
N 3.070 2.646 -2.599
C -4.813 -2.210 0.480
C -4.344 -3.203 -1.739
C -1.396 -1.873 -1.132
C -2.816 -1.330 -0.804
C 2.465 3.540 -4.925
C 3.388 2.365 -5.180
C 2.499 2.371 -3.928
H -1.270 -2.066 4.994
H 2.195 0.676 5.626
H -0.804 -1.624 3.372
H 3.311 2.683 1.774
H 2.885 1.695 3.613
H -0.092 -0.303 -1.985
H 3.508 3.538 -2.449
H -5.240 -3.148 0.792
H -4.314 -1.776 1.360
H -5.623 -1.546 0.101
H -5.057 -2.590 -2.314
H -3.568 -3.461 -2.418
H -4.867 -4.121 -1.432
H -1.076 -2.653 -0.442
H -1.421 -2.333 -2.147
H -3.173 -0.711 -1.591
H -2.804 -0.693 0.087
H 1.581 3.637 -5.587
H 2.891 4.518 -4.595
H 3.139 1.633 -5.983
H 4.474 2.642 -5.124
H 1.591 1.783 -3.930

Which structure is most stable? B, by 2.687 eV over the runner-up.

--- A ---
18
Properties=species:S:1:pos:R:3 method="wB97M-V/def2-TZVPD" spin_multiplicity=1 orbital_gap_ha=0.3251 total_charge=+2 lumo_energy_ev=-10.84 mol_weight_g_mol=110.16 smiles="C=C[N@@+]1(C)C=C[NH+]=C1" e_homo_ev=-19.68
C -1.982 -0.440 -0.662
C -0.714 -0.426 -1.122
C -0.838 0.326 1.106
C 1.551 -1.685 0.087
C 1.398 -0.431 0.485
C 0.699 1.709 -0.405
N -1.989 -0.120 0.671
N 0.170 0.356 0.029
H -2.876 -0.730 -1.118
H -0.338 -0.726 -2.095
H -0.397 0.661 2.000
H 2.415 -2.293 0.397
H 1.000 -2.303 -0.536
H 1.994 0.046 1.219
H 1.007 2.314 0.383
H 1.626 1.441 -1.128
H -0.094 2.449 -0.740
H -2.632 -0.149 1.429

--- B ---
18
Properties=species:S:1:pos:R:3 method="wB97M-V/def2-TZVPD" spin_multiplicity=1 orbital_gap_ha="0.4120 / 0.2287" total_charge=+2 lumo_energy_ev="-9.73 / -12.25" mol_weight_g_mol=110.16 e_homo_ev="-20.94 / -18.47"
C -2.555 0.690 0.350
C 2.216 0.443 0.232
C -3.280 -0.519 0.155
C -1.748 -0.864 -0.405
C -0.140 1.240 -0.325
C 3.344 -0.471 0.052
N -1.354 0.528 -0.085
N 1.042 0.384 -0.224
H 2.317 1.112 1.162
H -3.680 -1.183 0.943
H -4.161 -0.617 -0.485
H -1.176 -1.396 0.308
H -1.531 -1.004 -1.428
H -0.014 1.639 -1.258
H -0.227 2.041 0.329
H 4.252 0.055 -0.034
H 3.354 -0.643 1.127
H 3.342 -1.436 -0.412

Which structure is most stable? A, by 3.225 eV over the runner-up.

--- A ---
22
Properties=species:S:1:pos:R:3 method="wB97M-V/def2-TZVPD" spin_multiplicity=1 orbital_gap_ha=0.3263 lumo_energy_ev=0.71 mol_weight_g_mol=130.26 e_homo_ev=-8.17
C -0.051 3.112 1.043
C 0.260 1.874 1.249
C -2.515 -2.204 -0.431
C 2.490 0.969 -1.095
C -1.393 -1.319 0.182
C -0.222 -1.114 -0.801
O 1.447 -0.610 1.453
Si 1.145 0.505 0.284
H -0.320 3.782 1.906
H 0.395 3.659 0.116
H 0.081 1.487 2.251
H -2.067 -3.164 -0.793
H -3.393 -2.363 0.256
H -2.895 -1.680 -1.340
H 2.731 0.111 -1.695
H 1.916 1.779 -1.643
H 3.469 1.495 -0.909
H -1.818 -0.400 0.528
H -0.865 -1.866 1.068
H -0.580 -0.704 -1.719
H 0.582 -1.802 -0.925
H 1.604 -1.545 1.013

--- B ---
22
Properties=species:S:1:pos:R:3 method="wB97M-V/def2-TZVPD" spin_multiplicity=1 orbital_gap_ha="0.3157 / 0.2440" lumo_energy_ev="-0.10 / -0.13" mol_weight_g_mol=130.26 e_homo_ev="-8.69 / -6.77"
C -3.974 -0.756 -0.070
C -3.216 0.249 -0.012
C 1.999 1.444 -1.329
C 0.324 -2.080 0.503
C 0.498 1.288 -1.163
C 1.159 -0.887 1.083
O 1.014 2.101 1.438
Si 0.399 0.761 0.704
H -4.825 -0.819 -0.697
H -3.760 -1.811 0.473
H -2.159 0.329 0.358
H 2.336 2.295 -0.731
H 2.592 0.584 -1.061
H 2.290 1.747 -2.458
H 0.091 -1.984 -0.508
H 0.766 -3.085 0.535
H -0.757 -2.166 1.020
H 0.259 0.724 -2.035
H 0.019 2.267 -1.127
H 2.182 -0.963 0.708
H 1.159 -1.124 2.198
H 1.605 1.886 2.171

--- C ---
22
Properties=species:S:1:pos:R:3 method="wB97M-V/def2-TZVPD" spin_multiplicity=1 orbital_gap_ha="0.3413 / 0.2134" lumo_energy_ev="0.39 / 0.09" mol_weight_g_mol=130.26 e_homo_ev="-8.90 / -5.71"
C -0.987 -2.266 0.975
C -0.753 -1.508 -0.098
C -0.834 -2.179 -1.449
C 0.402 1.876 -2.341
C 2.823 0.621 1.882
C -1.059 1.328 1.497
O -0.282 1.038 -1.517
Si -0.493 0.360 -0.021
H -1.269 -1.813 1.955
H -0.970 -3.423 0.976
H -1.981 -2.062 -1.747
H -0.548 -3.262 -1.317
H -0.272 -1.651 -2.223
H 1.388 1.659 -2.451
H 0.262 2.919 -1.876
H -0.132 1.754 -3.310
H 3.241 1.089 2.790
H 3.057 0.823 0.862
H 1.832 0.303 1.960
H -1.562 2.241 1.382
H -1.661 0.555 2.095
H -0.201 1.599 1.976

Which structure is most stable? A, by 3.246 eV over the runner-up.

--- A ---
54
Properties=species:S:1:pos:R:3 method="wB97M-V/def2-TZVPD" spin_multiplicity=1 orbital_gap_ha=0.3652 lumo_energy_ev=0.20 mol_weight_g_mol=288.38 smiles=CO.CO.CO.CO.CO.CO.CO.CO.CO e_homo_ev=-9.74
C -2.982 3.759 -0.820
O -1.931 3.216 -1.567
H -2.628 4.336 0.048
H -3.561 4.420 -1.460
H -3.656 2.982 -0.421
H -1.322 2.771 -0.959
C 5.137 -0.661 -2.170
O 3.893 -0.687 -1.492
H 5.223 0.184 -2.864
H 5.942 -0.587 -1.444
H 5.286 -1.564 -2.771
H 3.261 -1.167 -2.033
C -1.565 2.351 2.952
O -1.474 1.086 2.261
H -1.302 2.236 4.003
H -0.863 3.029 2.475
H -2.572 2.762 2.869
H -2.304 0.627 2.410
C -1.831 -2.351 1.804
O -1.054 -3.387 2.403
H -1.393 -2.072 0.849
H -2.863 -2.679 1.655
H -1.875 -1.470 2.451
H -1.614 -3.868 3.016
C 1.944 -3.082 0.873
O 0.970 -3.999 0.409
H 2.893 -3.342 0.405
H 1.716 -2.058 0.547
H 2.047 -3.106 1.961
H 0.152 -3.800 0.880
C 1.091 0.069 2.926
O 1.532 1.160 3.723
H 0.636 0.416 1.993
H 1.893 -0.649 2.759
H 0.283 -0.452 3.444
H 2.333 1.500 3.315
C 2.706 0.444 -4.754
O 2.878 1.485 -5.702
H 1.685 0.087 -4.873
H 3.397 -0.388 -4.920
H 2.841 0.831 -3.739
H 3.815 1.609 -5.872
C -4.247 -0.328 -0.437
O -5.223 -1.367 -0.284
H -4.026 0.148 0.523
H -3.354 -0.768 -0.867
H -4.610 0.454 -1.111
H -5.929 -1.032 0.273
C 0.256 0.276 -0.690
O -0.188 1.502 -0.137
H 1.039 0.451 -1.426
H 0.633 -0.396 0.083
H -0.562 -0.219 -1.234
H -0.553 1.294 0.734

--- B ---
54
Properties=species:S:1:pos:R:3 method="wB97M-V/def2-TZVPD" spin_multiplicity=1 orbital_gap_ha=0.3589 lumo_energy_ev=0.06 mol_weight_g_mol=288.38 smiles=CO.CO.CO.CO.CO.CO.CO.CO.CO e_homo_ev=-9.70
C -0.404 -0.319 -0.501
O 0.687 0.522 -0.817
H -1.110 0.284 -0.088
H -0.102 -1.226 0.038
H -0.831 -0.736 -1.479
H 0.332 1.051 -1.554
C 2.727 2.873 0.672
O 2.808 1.502 0.923
H 2.899 3.468 1.448
H 1.674 3.121 0.509
H 3.333 3.066 -0.022
H 2.433 1.162 0.172
C -0.610 -5.005 1.290
O -1.898 -4.613 1.560
H -0.183 -5.446 2.086
H 0.051 -4.105 0.780
H -0.655 -5.798 0.520
H -2.097 -3.606 1.593
C -1.584 0.746 3.759
O -0.843 0.380 4.684
H -1.642 1.754 3.615
H -2.657 0.415 3.891
H -1.453 0.418 2.739
H 0.022 0.579 4.416
C 3.222 -1.720 0.835
O 3.655 -1.187 -0.354
H 3.646 -1.355 1.679
H 3.698 -2.835 0.886
H 2.093 -1.713 0.822
H 4.182 -1.801 -0.958
C -1.444 3.931 0.837
O -2.355 4.520 1.841
H -0.345 4.358 0.954
H -1.701 4.267 -0.191
H -1.396 2.988 0.865
H -1.902 4.402 2.635
C -3.762 -2.320 -0.158
O -2.956 -2.102 0.962
H -4.265 -1.536 -0.414
H -4.428 -3.085 0.312
H -3.135 -2.623 -1.032
H -3.143 -1.321 1.331
C 1.809 -1.046 -3.803
O 2.801 -1.923 -4.399
H 0.842 -1.312 -4.048
H 1.982 -0.184 -4.270
H 1.844 -1.151 -2.722
H 2.252 -2.703 -4.632
C -0.129 3.132 -2.842
O -0.317 1.771 -3.159
H -0.429 3.359 -1.841
H -0.899 3.926 -3.453
H 0.867 3.145 -2.902
H -1.197 1.628 -3.004

--- C ---
54
Properties=species:S:1:pos:R:3 method="wB97M-V/def2-TZVPD" spin_multiplicity=1 orbital_gap_ha=0.3785 lumo_energy_ev=0.21 mol_weight_g_mol=288.38 smiles=CO.CO.CO.CO.CO.CO.CO.CO.CO e_homo_ev=-10.09
C -2.527 -5.947 -2.009
O -2.236 -6.801 -0.915
H -2.104 -4.977 -1.749
H -2.056 -6.310 -2.922
H -3.612 -5.856 -2.076
H -2.800 -6.551 -0.179
C -3.879 -1.824 -6.780
O -4.996 -2.717 -6.654
H -3.683 -1.179 -5.923
H -2.933 -2.329 -6.979
H -3.987 -1.225 -7.685
H -5.768 -2.164 -6.791
C 2.822 7.132 3.570
O 3.787 6.384 2.937
H 2.923 8.157 3.212
H 1.810 6.744 3.454
H 3.051 7.219 4.632
H 3.855 6.605 2.005
C 6.223 2.371 6.560
O 6.738 2.402 5.233
H 5.308 1.779 6.594
H 6.926 2.111 7.351
H 5.855 3.380 6.745
H 6.270 3.137 4.829
C -6.704 -0.383 -1.180
O -5.550 0.361 -0.838
H -6.502 -1.449 -1.292
H -7.529 -0.374 -0.468
H -7.039 -0.038 -2.158
H -5.845 1.263 -0.690
C 3.388 6.459 -3.567
O 4.174 7.032 -2.584
H 3.865 6.450 -4.547
H 3.241 5.399 -3.360
H 2.372 6.844 -3.663
H 4.308 7.957 -2.805
C -3.323 -3.963 3.952
O -4.075 -5.140 3.858
H -2.280 -4.079 3.660
H -3.812 -3.238 3.301
H -3.330 -3.624 4.988
H -5.002 -4.952 4.023
C 3.545 -5.073 -0.996
O 3.669 -3.851 -1.674
H 3.113 -5.860 -1.614
H 4.488 -5.295 -0.496
H 2.858 -4.956 -0.157
H 2.959 -3.307 -1.325
C 0.965 0.825 0.735
O 0.377 0.080 -0.322
H 0.461 0.654 1.687
H 2.037 0.644 0.805
H 0.755 1.871 0.513
H -0.572 0.205 -0.244

--- D ---
54
Properties=species:S:1:pos:R:3 method="wB97M-V/def2-TZVPD" spin_multiplicity=1 orbital_gap_ha=0.3576 lumo_energy_ev=0.30 mol_weight_g_mol=288.38 smiles=CO.CO.CO.CO.CO.CO.CO.CO.CO e_homo_ev=-9.43
C -3.910 0.957 2.678
O -2.869 0.009 2.404
H -3.770 1.382 3.676
H -3.909 1.763 1.952
H -4.877 0.448 2.667
H -2.702 -0.483 3.212
C -1.094 3.663 1.441
O -1.132 3.376 0.075
H -1.296 4.714 1.641
H -1.839 3.119 2.046
H -0.130 3.375 1.878
H -1.308 2.424 -0.027
C 1.483 -2.937 -3.260
O 2.080 -3.917 -2.412
H 0.702 -3.366 -3.893
H 1.033 -2.162 -2.645
H 2.248 -2.487 -3.898
H 2.486 -4.600 -2.950
C -0.208 -0.190 -0.145
O -1.374 0.585 0.087
H 0.445 -0.264 0.729
H -0.490 -1.212 -0.425
H 0.368 0.235 -0.963
H -1.851 0.228 0.853
C 2.174 1.532 -3.996
O 2.740 0.525 -4.824
H 1.650 2.280 -4.596
H 1.423 1.125 -3.305
H 2.948 1.976 -3.380
H 2.022 0.174 -5.358
C -5.055 -0.450 -0.296
O -5.517 -1.473 -1.181
H -4.925 -0.910 0.679
H -4.084 -0.071 -0.632
H -5.764 0.381 -0.268
H -5.795 -1.066 -2.005
C 4.285 0.418 -1.151
O 4.451 -0.537 -0.105
H 4.471 -0.001 -2.144
H 3.277 0.850 -1.124
H 4.995 1.221 -0.944
H 3.657 -1.097 -0.119
C 1.853 -2.750 1.085
O 2.178 -2.220 -0.180
H 2.055 -2.008 1.855
H 0.791 -3.014 1.153
H 2.435 -3.647 1.314
H 2.118 -2.913 -0.856
C 0.372 1.283 4.014
O 1.530 0.700 4.582
H 0.213 2.302 4.373
H 0.502 1.247 2.935
H -0.550 0.718 4.215
H 1.464 0.763 5.539

Which structure is most stable? D, by 0.443 eV over the runner-up.